# 1
C20H20O5 | ωB97M-V with the def2-TZVPD basis set

## Properties
Strongest force on any atom = 1.3 eV/A
Energy relative to the best compared isomer or geometry (same formula, charge and spin) = 3.448 eV
Calculated total energy = -1150.22732 Ha
M = 340.4 u
Gap between HOMO and LUMO = 3.2328 eV

Positions of all 45 atoms, in Å:
C -5.6826 -1.7298 -2.4387
O -4.3434 -1.6361 -2.9625
C -3.5050 -0.7413 -2.3796
C -2.1477 -0.7659 -2.7996
C -1.2387 0.0677 -2.2035
C -1.6131 0.9910 -1.1703
C -0.5823 1.7887 -0.6144
C -0.6155 2.6797 0.4951
C 0.5116 3.5428 0.6775
C 0.5582 4.4590 1.7155
C -0.5146 4.5569 2.6167
C -1.6158 3.6979 2.4863
C -1.6606 2.7514 1.4671
C -2.9996 1.0575 -0.8344
C -3.9197 0.1915 -1.3940
H -6.1584 -2.5129 -3.0255
H -5.6653 -2.0064 -1.3773
H -6.2185 -0.7819 -2.5658
H -1.8591 -1.4641 -3.5834
H -0.1922 0.0469 -2.5109
H 0.3726 1.7352 -1.1460
H 1.3375 3.4488 -0.0319
H 1.4327 5.1014 1.8265
H -0.4831 5.2898 3.4217
H -2.4440 3.7596 3.1954
H -2.4815 2.0369 1.4386
H -3.3706 1.8122 -0.1473
H -4.9684 0.2309 -1.0851
C 3.4900 -4.3144 0.8706
C 3.6485 -2.7852 0.8347
C 5.0443 -2.3778 1.3015
O 3.4297 -2.3864 -0.5267
C 3.1008 -1.0535 -0.7815
O 3.2078 -0.6683 -1.9322
C 2.6264 -0.3001 0.3239
C 2.3193 -0.8957 1.5752
O 1.7653 -0.3569 2.5186
O 2.6453 -2.2476 1.7102
H 2.4901 -4.5872 0.5209
H 4.2249 -4.7975 0.2213
H 3.6153 -4.6948 1.8875
H 5.1604 -1.2887 1.2652
H 5.2070 -2.7231 2.3299
H 5.8046 -2.8427 0.6620
H 2.2870 0.7124 0.1487


# 2
C8H12Cl2OTb | ωB97M-V with the def2-TZVPD basis set

## Properties
Strongest force on any atom = 5.8 eV/A
2S+1 = 7
Net charge = -1
Expectation value of S² = 12.25
Calculated total energy = -2132.11606 Ha
M = 354.0 u
Gap between HOMO and LUMO (alpha / beta) = 6.2044 / 5.9934 eV

Positions of all 24 atoms, in Å:
Tb 0.7148 -0.5872 -0.0957
Cl 0.5895 -3.0666 -0.3755
Cl 1.5120 0.9309 1.7439
C 2.2727 -0.0191 -1.4027
H 2.7598 0.9424 -1.1978
H 2.8607 -0.7423 -1.9774
C -0.2737 0.8117 -1.6242
C 0.8691 0.3299 -2.2891
H -0.0925 1.5135 -0.7782
C 0.5982 -0.7601 -3.3745
H 1.2493 1.1960 -2.8637
C -0.5624 -0.3037 -4.2629
H 1.5060 -0.8887 -3.9773
H 0.3845 -1.7241 -2.8844
C -1.8332 -0.0549 -3.4573
H -0.2748 0.6262 -4.7720
H -0.7545 -1.0446 -5.0481
C -1.6264 0.8771 -2.2457
H -2.6008 0.3754 -4.1125
H -2.2267 -1.0178 -3.1065
H -1.8375 1.9153 -2.5520
H -2.3861 0.6412 -1.4839
O -1.6035 -0.4272 3.2066
C -1.1400 -0.5422 2.1655


# 3
CH3F2NS | ωB97M-V with the def2-TZVPD basis set

## Properties
Strongest force on any atom = 3.2 eV/A
Energy relative to the best compared isomer or geometry (same formula, charge and spin) = 0.622 eV
Calculated total energy = -692.49875 Ha
M = 99.1 u
Gap between HOMO and LUMO = 10.4487 eV

Positions of all 8 atoms, in Å:
C -1.2900 0.4456 -0.2722
N 1.6625 -1.7368 0.0431
F 2.1036 0.4176 1.3744
F -1.0472 -0.3757 -1.3734
S 2.5440 -0.6273 0.1661
H -0.4822 1.0593 -0.1584
H -1.3159 -0.1883 0.6793
H -2.1748 1.0056 -0.4591


# 4
C5H12O2 | ωB97M-V with the def2-TZVPD basis set

## Properties
Strongest force on any atom = 2.2 eV/A
SMILES = CCCCC=O.O
Energy relative to the best compared isomer or geometry (same formula, charge and spin) = 1.356 eV
Calculated total energy = -348.15500 Ha
M = 104.1 u
Gap between HOMO and LUMO = 10.4250 eV

Positions of all 19 atoms, in Å:
C 0.7493 -1.0635 1.7455
C -0.0986 0.0473 1.1303
C -0.9799 -0.5576 0.0143
C -0.2114 -0.4587 -1.3433
C -0.7488 -1.0311 -2.6244
O -1.7184 -0.5440 -3.1568
H 0.1532 -1.8912 2.1551
H 1.3704 -1.5974 1.0276
H 1.3608 -0.6979 2.5702
H 0.5538 0.8876 0.9092
H -0.8089 0.3564 1.9010
H -1.9245 -0.0504 -0.1641
H -1.0473 -1.6200 0.2284
H 0.7448 -0.9896 -1.1771
H 0.0783 0.5850 -1.4697
H -0.2124 -1.8543 -3.1247
O 1.1366 3.3175 0.7433
H 0.3065 3.8033 0.8427
H 1.2966 3.3585 -0.2073


# 5
H4O2Tl | ωB97M-V with the def2-TZVPD basis set

## Properties
Strongest force on any atom = 1.5 eV/A
2S+1 = 2
Energy relative to the best compared isomer or geometry (same formula, charge and spin) = 0.000 eV
Net charge = +2
Expectation value of S² = 0.76
Calculated total energy = -324.53424 Ha
M = 240.4 u
Gap between HOMO and LUMO (alpha / beta) = 13.2638 / 3.5931 eV

Positions of all 7 atoms, in Å:
Tl 1.2097 -0.6825 0.7374
O -0.3885 1.5056 1.9296
H -0.0734 2.4093 1.9499
H -1.3126 1.5682 2.1713
O 0.2403 -1.3701 -1.9514
H -0.4937 -1.9582 -2.1292
H 0.8183 -1.4723 -2.7075


# 6
C6H9NS | ωB97M-V with the def2-TZVPD basis set

## Properties
Strongest force on any atom = 1.2 eV/A
SMILES = SCCc1cc[nH]c1
Energy relative to the best compared isomer or geometry (same formula, charge and spin) = 0.000 eV
Calculated total energy = -686.96282 Ha
M = 127.2 u
Gap between HOMO and LUMO = 9.3124 eV

Positions of all 17 atoms, in Å:
S 0.7987 1.6485 2.2203
C -0.8402 0.9839 1.7900
C -0.8159 -0.4204 1.1917
C -0.1553 -0.4704 -0.1559
C -0.6496 0.0710 -1.3798
C 0.2714 -0.1620 -2.3507
N 1.3199 -0.8347 -1.7843
C 1.0713 -1.0206 -0.4476
H 1.3389 1.4789 1.0061
H -1.3383 1.6661 1.1098
H -1.3938 0.9888 2.7374
H -1.8913 -0.7764 1.1202
H -0.3111 -1.1252 1.8582
H -1.5972 0.5720 -1.4871
H 0.2874 0.0894 -3.4017
H 2.1452 -1.1519 -2.2417
H 1.7599 -1.5369 0.2150


# 7
C17H23FN2O2 | ωB97M-V with the def2-TZVPD basis set

## Properties
Strongest force on any atom = 19.0 eV/A
Energy relative to the best compared isomer or geometry (same formula, charge and spin) = 17.252 eV
Calculated total energy = -1020.87193 Ha
M = 306.4 u
Gap between HOMO and LUMO = 8.6592 eV

Positions of all 45 atoms, in Å:
C 6.6754 -1.1481 1.1862
H 7.4579 -0.6810 0.3977
C 5.3513 -0.5884 0.8565
H 5.1936 0.3746 0.9315
C 4.6504 -1.2827 -0.6298
N 3.1263 -0.9651 -0.4590
C 2.5078 0.2045 -0.2264
O 3.1787 1.3994 -0.4174
C 1.0156 0.2769 -0.4662
H 0.7686 -0.4822 -1.1597
C 0.4992 -0.0159 1.0177
C -0.8146 0.6932 1.1312
O -1.5276 0.2110 1.9679
N -0.6945 1.6986 0.3829
C -1.7986 2.5473 0.1283
C -2.8452 2.1787 -0.7488
C -3.2334 0.6439 -0.6284
C -2.6864 -0.3074 -1.2480
C -2.9334 -1.4524 -1.1547
C -4.0874 -1.7443 -0.0708
C -4.7448 -0.7625 0.3787
C -4.4127 0.6343 0.3735
H -4.7837 1.4695 0.7894
H -5.5513 -0.9257 1.3439
F -4.4448 -2.8942 -0.1924
H -2.4782 -2.3674 -1.5984
H -1.8433 -0.2440 -2.0365
H -3.5660 3.0810 -0.8747
H -2.3548 2.2701 -1.7288
H -1.3392 3.5244 0.1714
H -2.3023 2.6418 1.1642
C 0.3852 1.6031 -0.6754
H 1.1619 2.4522 -0.2421
H 0.0789 1.6804 -1.6016
H 1.2335 -0.0338 1.7972
H 0.3855 -1.0784 1.0887
H 2.6139 -1.6829 -0.7078
C 5.2903 -0.3584 -1.3761
H 6.3292 -0.5829 -1.6713
H 4.7102 -0.5425 -2.4857
H 5.2611 0.6175 -1.3562
H 4.6278 -2.1127 -0.3593
H 4.4572 -1.1447 1.6948
H 6.8980 -1.0384 2.1356
H 6.5940 -2.1657 0.9052


# 8
C16H16O4 | ωB97M-V with the def2-TZVPD basis set

## Properties
Strongest force on any atom = 2.4 eV/A
SMILES = CCOC(=O)CCCc1ccc2c(c1)C(=O)C=CC2=O
Energy relative to the best compared isomer or geometry (same formula, charge and spin) = 2.853 eV
Calculated total energy = -920.16210 Ha
M = 272.3 u
Gap between HOMO and LUMO = 8.6561 eV

Positions of all 36 atoms, in Å:
C 4.1697 -0.4418 1.4498
C 2.7847 -1.2425 1.3839
O 2.6723 -1.7662 0.0376
C 1.5912 -1.1943 -0.6440
O 0.4895 -1.6233 -0.4158
C 1.7466 -0.0701 -1.7141
C 2.0148 1.3808 -1.1341
C 0.7301 2.3337 -1.1943
C -0.4411 1.5234 -0.5168
C -0.2146 1.1519 0.8892
C -1.1982 0.3701 1.6172
C -2.4008 -0.0231 0.9129
C -2.6309 0.3574 -0.4915
C -1.6533 1.1421 -1.2265
C -3.9533 -0.1531 -1.1577
O -4.6046 0.5032 -1.9287
C -4.3848 -1.5844 -0.6915
C -4.1795 -1.9260 0.6058
C -3.5071 -0.9035 1.5836
O -3.8468 -0.7902 2.7326
H 4.0644 0.4812 2.0738
H 4.9629 -1.1351 1.8223
H 4.3697 -0.1179 0.3909
H 1.9316 -0.5720 1.6505
H 2.8518 -2.0501 2.1550
H 2.5932 -0.3242 -2.4019
H 0.8161 -0.0846 -2.3347
H 2.8322 1.8368 -1.7594
H 2.3888 1.3864 -0.0775
H 0.9098 3.2976 -0.6565
H 0.4694 2.5370 -2.2707
H 0.7281 1.4385 1.4141
H -0.9776 0.0841 2.6670
H -1.8347 1.4330 -2.2888
H -4.8290 -2.3029 -1.4119
H -4.4606 -2.9518 0.9301


- Which of these has the highest M?
  C8H12Cl2OTb


- Which value of calculated total energy does entry 5 give?
  -324.53424 Ha


What did the first record say?
C20H20O5 | ωB97M-V with the def2-TZVPD basis set

## Properties
Strongest force on any atom = 1.3 eV/A
Energy relative to the best compared isomer or geometry (same formula, charge and spin) = 3.448 eV
Calculated total energy = -1150.22732 Ha
M = 340.4 u
Gap between HOMO and LUMO = 3.2328 eV

Positions of all 45 atoms, in Å:
C -5.6826 -1.7298 -2.4387
O -4.3434 -1.6361 -2.9625
C -3.5050 -0.7413 -2.3796
C -2.1477 -0.7659 -2.7996
C -1.2387 0.0677 -2.2035
C -1.6131 0.9910 -1.1703
C -0.5823 1.7887 -0.6144
C -0.6155 2.6797 0.4951
C 0.5116 3.5428 0.6775
C 0.5582 4.4590 1.7155
C -0.5146 4.5569 2.6167
C -1.6158 3.6979 2.4863
C -1.6606 2.7514 1.4671
C -2.9996 1.0575 -0.8344
C -3.9197 0.1915 -1.3940
H -6.1584 -2.5129 -3.0255
H -5.6653 -2.0064 -1.3773
H -6.2185 -0.7819 -2.5658
H -1.8591 -1.4641 -3.5834
H -0.1922 0.0469 -2.5109
H 0.3726 1.7352 -1.1460
H 1.3375 3.4488 -0.0319
H 1.4327 5.1014 1.8265
H -0.4831 5.2898 3.4217
H -2.4440 3.7596 3.1954
H -2.4815 2.0369 1.4386
H -3.3706 1.8122 -0.1473
H -4.9684 0.2309 -1.0851
C 3.4900 -4.3144 0.8706
C 3.6485 -2.7852 0.8347
C 5.0443 -2.3778 1.3015
O 3.4297 -2.3864 -0.5267
C 3.1008 -1.0535 -0.7815
O 3.2078 -0.6683 -1.9322
C 2.6264 -0.3001 0.3239
C 2.3193 -0.8957 1.5752
O 1.7653 -0.3569 2.5186
O 2.6453 -2.2476 1.7102
H 2.4901 -4.5872 0.5209
H 4.2249 -4.7975 0.2213
H 3.6153 -4.6948 1.8875
H 5.1604 -1.2887 1.2652
H 5.2070 -2.7231 2.3299
H 5.8046 -2.8427 0.6620
H 2.2870 0.7124 0.1487


- Which value of calculated total energy does entry 8 give?
  -920.16210 Ha